Here is 9 unconnected molecules or ions with the total composition C23H44Cl6O13 from OMol25. Energies are from ωB97M-V/def2-TZVPD.

Calculated values
structure (SMILES)	COC(=O)OC.COC(=O)OC.COC(=O)OC.ClC(Cl)Cl.ClC(Cl)Cl.CC(C)=O.CC(C)=O.CC(C)=O.CC(C)=O
max |F|	4.307	eV/A
HOMO-LUMO gap	9.899	eV
LUMO level	0.34	eV
multiplicity	1

Last column: Löwdin charge in e.
Cartesian coordinates (Å):
C -30.001 29.068 -3.242  -1.44
Cl -30.440 27.451 -2.854  0.66
Cl -30.995 29.645 -4.609  0.58
Cl -28.248 29.132 -3.634  0.62
H -30.211 29.733 -2.404  0.02
C -30.322 28.988 -8.136  -1.55
Cl -29.694 27.834 -9.260  0.58
Cl -31.829 29.705 -8.679  0.56
Cl -29.116 30.310 -7.652  0.46
H -30.453 28.415 -7.217  -0.04
C -32.976 32.063 -2.661  -0.03
O -32.838 33.323 -3.362  -0.04
C -32.898 33.276 -4.747  -0.45
O -33.152 32.301 -5.457  0.09
O -32.786 34.628 -5.208  -0.07
C -32.917 34.962 -6.594  -0.06
H -33.629 31.281 -3.048  0.09
H -33.303 32.321 -1.654  0.10
H -31.961 31.680 -2.773  0.05
H -32.922 36.052 -6.599  0.09
H -33.760 34.507 -7.113  0.09
H -32.039 34.625 -7.144  0.09
C -37.618 26.160 -7.603  -0.01
O -36.633 27.045 -6.978  0.01
C -35.920 26.566 -5.977  -0.57
O -35.860 25.384 -5.563  0.08
O -35.196 27.607 -5.567  0.01
C -34.207 27.411 -4.628  -0.08
H -38.500 26.102 -6.966  0.10
H -37.174 25.177 -7.761  0.09
H -37.917 26.430 -8.615  0.09
H -33.878 26.387 -4.453  0.10
H -34.501 27.821 -3.661  0.10
H -33.326 27.960 -4.960  0.05
C -27.411 22.878 -3.137  -0.08
O -27.418 24.235 -3.409  -0.04
C -28.073 24.672 -4.540  -0.61
O -28.791 24.077 -5.234  0.19
O -27.705 25.952 -4.710  -0.02
C -28.323 26.625 -5.833  -0.08
H -27.045 22.359 -4.023  0.10
H -28.438 22.580 -2.926  0.09
H -26.862 22.510 -2.271  0.10
H -28.063 27.684 -5.853  0.04
H -29.405 26.745 -5.777  0.07
H -28.139 26.075 -6.755  0.10
C -29.408 34.413 -2.454  0.00
C -29.222 33.519 -3.634  -0.41
O -29.232 32.247 -3.570  -0.04
C -29.073 34.261 -5.007  -0.01
H -28.864 33.929 -1.643  0.08
H -30.486 34.526 -2.339  0.09
H -29.005 35.399 -2.688  0.09
H -29.937 34.907 -5.158  0.08
H -28.950 33.507 -5.785  0.07
H -28.138 34.817 -4.929  0.08
C -27.505 30.941 -1.176  -0.05
C -26.678 31.957 -0.326  -0.45
O -27.278 32.714 0.418  0.04
C -25.197 32.209 -0.589  -0.02
H -26.774 30.591 -1.905  0.03
H -28.382 31.445 -1.584  0.05
H -27.849 30.136 -0.527  0.08
H -24.642 31.344 -0.228  0.09
H -24.998 33.213 -0.212  0.08
H -24.966 32.317 -1.649  0.07
C -25.976 32.307 -6.258  -0.03
C -24.943 31.218 -6.131  -0.43
O -24.068 31.128 -7.001  0.04
C -25.141 30.147 -4.984  -0.01
H -26.869 31.795 -6.618  0.04
H -25.717 33.014 -7.046  0.09
H -26.284 32.893 -5.393  0.07
H -25.729 29.339 -5.420  0.06
H -25.745 30.615 -4.206  0.03
H -24.247 29.670 -4.583  0.08
C -29.730 25.103 -0.656  -0.04
C -29.216 26.258 0.210  -0.52
O -29.833 26.843 1.073  0.06
C -27.832 26.783 -0.119  -0.03
H -30.756 25.467 -0.707  0.07
H -29.637 24.222 -0.020  0.09
H -29.257 24.910 -1.619  0.05
H -27.758 27.043 -1.175  0.06
H -27.179 25.956 0.158  0.09
H -27.525 27.633 0.489  0.07

=====

Here is a molecular structure, C23H44INO13S4Si2 from OMol25. Energies are from ωB97M-V/def2-TZVPD.

Calculated values
max |F|	3.145	eV/A
HOMO-LUMO gap	7.278	eV
LUMO level	0.12	eV
multiplicity	1

Last column: Löwdin charge in e.
Cartesian coordinates (Å):
C 0.611 0.444 -1.036  -0.04
C -0.128 0.262 -2.192  -0.24
C 0.124 -0.915 -3.132  -0.20
Si -0.785 -2.445 -2.435  0.46
N -1.297 -3.503 -3.746  0.09
C -0.854 -4.649 -3.675  -0.39
O -0.721 -5.794 -3.532  0.19
O -2.068 -1.861 -1.499  -0.30
Si -3.596 -2.178 -2.083  0.51
C -4.795 -1.015 -1.175  -0.33
C -4.242 -0.743 0.256  -0.81
C -5.387 -0.627 1.330  -0.15
I -3.082 1.074 0.244  0.95
S -4.303 -4.210 -1.649  0.51
C -4.935 -4.348 0.041  -0.15
O -5.422 -4.484 -2.536  -0.38
O -3.278 -5.233 -1.808  -0.38
C 0.402 -3.273 -1.231  -0.21
C -0.048 -4.385 -0.497  -0.09
C 0.757 -5.029 0.434  -0.08
C 2.042 -4.534 0.642  -0.09
C 2.538 -3.447 -0.072  -0.07
C 1.706 -2.823 -1.004  -0.09
H 1.335 1.271 -0.973  0.03
H 0.437 -0.232 -0.193  0.06
H -0.952 0.947 -2.446  0.07
H -0.347 -0.685 -4.099  0.08
H 1.193 -1.096 -3.245  0.07
H -3.680 -1.981 -3.536  0.03
H -4.882 -0.098 -1.774  0.06
H -5.800 -1.463 -1.132  0.08
H -3.588 -1.547 0.611  0.04
H -5.426 0.398 1.706  0.03
H -5.121 -1.264 2.185  0.07
H -6.325 -0.964 0.881  0.07
H -4.680 -5.326 0.463  0.07
H -6.022 -4.213 0.031  0.07
H -4.512 -3.578 0.701  0.05
H -1.068 -4.738 -0.671  0.09
H 0.381 -5.885 0.990  0.11
H 2.675 -5.009 1.393  0.10
H 3.547 -3.083 0.115  0.11
H 2.124 -1.972 -1.539  0.09
O 3.550 2.043 -0.498  -0.29
S 4.712 2.839 -0.760  0.57
O 5.598 2.523 -1.836  -0.27
O 5.549 2.970 0.586  -0.26
C 5.915 1.752 1.267  -0.25
C 7.093 1.065 0.606  -0.06
C 4.239 4.530 -0.894  -0.12
H 5.056 1.082 1.337  0.10
H 6.188 2.038 2.282  0.12
H 6.825 0.685 -0.380  0.07
H 7.430 0.225 1.214  0.08
H 7.919 1.764 0.470  0.09
H 3.601 4.785 -0.052  0.07
H 3.694 4.645 -1.829  0.08
H 5.135 5.145 -0.905  0.08
O -4.563 3.058 -2.344  -0.32
S -3.895 4.321 -2.274  0.53
O -3.824 5.062 -1.053  -0.28
O -4.463 5.269 -3.425  -0.26
C -5.886 5.472 -3.494  -0.25
C -6.372 6.454 -2.446  -0.07
C -2.266 4.143 -2.923  -0.12
H -6.408 4.516 -3.414  0.11
H -6.087 5.868 -4.488  0.12
H -6.266 6.044 -1.442  0.07
H -7.425 6.690 -2.607  0.08
H -5.791 7.376 -2.484  0.08
H -2.322 3.621 -3.874  0.08
H -1.690 3.561 -2.205  0.06
H -1.827 5.130 -3.044  0.08
O 4.699 -1.070 3.442  -0.28
S 4.305 -0.120 4.439  0.56
O 5.227 0.847 4.950  -0.28
O 3.642 -0.901 5.660  -0.26
C 4.390 -1.970 6.267  -0.25
C 5.477 -1.453 7.190  -0.07
C 2.853 0.715 3.894  -0.11
H 4.802 -2.627 5.499  0.11
H 3.672 -2.554 6.840  0.12
H 6.259 -0.941 6.630  0.07
H 5.935 -2.278 7.736  0.08
H 5.067 -0.738 7.903  0.08
H 2.132 -0.022 3.549  0.08
H 3.139 1.375 3.077  0.07
H 2.451 1.295 4.721  0.08

=====

Here is 3 unconnected molecules or ions with the total composition C23H44IO8S from OMol25. Energies are from ωB97M-V/def2-TZVPD.

Calculated values
max |F|	2.732	eV/A
HOMO-LUMO gap	4.316	eV
LUMO level	2.12	eV
charge	-1
multiplicity	1

Last column: Löwdin charge in e.
Cartesian coordinates (Å):
C 2.207 -0.257 1.378  -0.14
C 2.945 1.064 1.569  -0.34
C 2.175 2.186 2.263  -0.73
I 1.703 1.540 4.281  0.75
C 0.988 2.890 1.577  -0.37
C -0.206 1.962 1.298  -0.27
C -1.578 2.649 1.570  -0.20
C -2.109 2.450 2.989  -0.22
C -3.355 1.562 3.039  -0.21
C -3.171 0.191 2.365  -0.19
C -4.132 -0.079 1.186  -0.18
C -3.509 -0.220 -0.205  -0.17
C -2.458 -1.303 -0.299  -0.18
O -1.614 -1.010 -1.443  -0.01
C -0.433 -1.662 -1.567  -0.50
C -0.307 -3.003 -0.877  0.01
O 0.459 -1.211 -2.294  0.07
C 1.576 3.516 0.311  -0.31
S 1.537 2.693 -1.282  0.66
O 0.248 2.908 -1.910  -0.39
O 2.730 3.027 -2.049  -0.41
H 2.881 -0.961 0.882  0.07
H 1.334 -0.166 0.736  0.04
H 1.932 -0.690 2.334  0.03
H 3.377 1.420 0.633  0.09
H 3.815 0.819 2.187  0.08
H 2.889 2.987 2.450  0.05
H -0.152 1.075 1.930  0.05
H -0.281 1.607 0.261  0.07
H -1.422 3.706 1.366  0.10
H -2.309 2.291 0.836  0.09
H -2.377 3.424 3.399  0.10
H -1.356 1.997 3.626  0.06
H -4.205 2.089 2.601  0.10
H -3.602 1.417 4.093  0.10
H -3.362 -0.570 3.123  0.10
H -2.130 0.055 2.074  0.09
H -4.816 0.764 1.131  0.10
H -4.705 -0.985 1.373  0.11
H -3.111 0.720 -0.584  0.12
H -4.322 -0.505 -0.872  0.09
H -2.944 -2.258 -0.494  0.11
H -1.861 -1.382 0.605  0.11
H -1.106 -3.662 -1.214  0.08
H -0.367 -2.904 0.203  0.08
H 0.649 -3.432 -1.149  0.08
H 2.626 3.753 0.486  0.08
H 1.084 4.464 0.079  0.08
H 1.617 1.365 -1.024  0.06
O 6.174 2.067 1.672  0.12
C 6.831 1.195 1.191  -0.53
O 7.002 0.052 1.895  0.00
C 7.617 -1.107 1.341  -0.25
C 9.129 -1.057 1.440  -0.07
C 7.502 1.352 -0.155  0.02
H 7.277 -1.272 0.317  0.11
H 7.234 -1.933 1.938  0.12
H 9.542 -0.228 0.866  0.07
H 9.565 -1.984 1.065  0.08
H 9.431 -0.924 2.478  0.08
H 8.434 1.897 -0.013  0.09
H 6.844 1.944 -0.787  0.09
H 7.713 0.417 -0.669  0.07
O -5.449 -2.783 -1.227  0.10
C -5.476 -2.614 -2.414  -0.52
O -6.654 -2.278 -2.979  0.00
C -6.769 -1.891 -4.348  -0.24
C -6.897 -3.085 -5.272  -0.07
C -4.261 -2.807 -3.291  0.03
H -5.946 -1.235 -4.633  0.11
H -7.678 -1.293 -4.387  0.12
H -6.008 -3.715 -5.242  0.07
H -7.046 -2.754 -6.300  0.08
H -7.748 -3.698 -4.975  0.08
H -4.156 -3.871 -3.502  0.10
H -3.384 -2.467 -2.746  0.07
H -4.293 -2.262 -4.230  0.07